Entry 1:
This record from the Open Molecules 2025 dataset describes an isolated molecule of C3H10INSSi at a distorted geometry. The level of theory is ωB97M-V with the def2-TZVPD basis set.

Positions of all 17 atoms, in Å:
C: -1.20 0.11 0.87
C: 0.33 -1.71 0.10
C: -0.78 -0.83 -0.30
N: -0.30 0.14 -1.33
Si: 0.94 1.81 -1.12
S: -0.95 0.08 -2.84
I: -2.88 1.57 -2.86
H: -0.56 0.92 1.02
H: -2.24 0.44 0.74
H: -1.20 -0.60 1.78
H: 1.18 -1.54 -0.51
H: -0.06 -2.76 -0.06
H: 0.50 -1.63 1.10
H: -1.73 -1.28 -0.74
H: 0.22 2.73 -1.87
H: 1.19 1.75 0.31
H: 2.23 1.49 -1.89

For the HOMO energy, the calculation gives -8.265 eV. The SMILES is CC(C)N([SiH3])SI. The calculation puts the total energy at -31575.1973 eV. For the max |F|, the calculation gives 5.048 eV/Å. For the energy above the lowest of the compared OMol25 structures with the same formula, charge and spin, the calculation gives 47.2 kJ/mol.

Entry 2:
This record from the Open Molecules 2025 dataset describes a 2-piece molecular cluster, C3H10N overall at a distorted geometry. The level of theory is ωB97M-V with the def2-TZVPD basis set.

Positions of all 14 atoms, in Å:
C: 0.21 1.88 -2.29
H: 0.40 2.87 -2.71
H: 1.18 1.52 -2.00
H: -0.56 1.99 -1.53
H: -0.23 1.24 -3.06
C: 0.59 -1.90 1.49
C: -0.69 0.13 1.01
N: -0.67 -1.15 1.50
H: 1.38 -1.16 1.57
H: 0.56 -2.57 2.34
H: 0.73 -2.43 0.55
H: 0.24 0.65 0.87
H: -1.62 0.59 0.69
H: -1.52 -1.66 1.59

For the HOMO energy (spin up / spin down), the calculation gives -5.866 / -10.090 eV. The spin multiplicity is 2. The calculation puts the total energy at -4761.1196 eV. The expectation value of S² is 0.753. For the max |F|, the calculation gives 1.486 eV/Å. For the energy above the lowest of the compared OMol25 structures with the same formula, charge and spin, the calculation gives 19.5 kJ/mol.

Entry 3:
This record from the Open Molecules 2025 dataset describes a 2-piece molecular cluster, C3H10N overall at a distorted geometry. The level of theory is ωB97M-V with the def2-TZVPD basis set.

Positions of all 14 atoms, in Å:
N: -1.54 -1.59 1.75
H: -0.50 -1.86 1.89
H: -1.75 -0.92 2.62
H: -2.19 -2.46 1.69
H: -1.71 -0.98 0.96
C: 1.22 1.87 -1.04
C: 1.04 0.50 -0.59
C: 0.17 -0.37 -1.06
H: 2.15 1.94 -1.66
H: 1.16 2.66 -0.17
H: 0.30 2.39 -1.55
H: 1.94 0.01 0.01
H: 0.37 -1.35 -1.32
H: -0.66 0.15 -1.55

For the HOMO energy, the calculation gives -13.048 eV. Its total charge is +1. The calculation puts the total energy at -4754.2665 eV. For the max |F|, the calculation gives 5.279 eV/Å. For the energy above the lowest of the compared OMol25 structures with the same formula, charge and spin, the calculation gives 250.7 kJ/mol.

Entry 4:
This record from the Open Molecules 2025 dataset describes a 2-piece molecular cluster, C3H10N overall at a distorted geometry. The level of theory is ωB97M-V with the def2-TZVPD basis set.

Positions of all 14 atoms, in Å:
C: 3.00 0.06 -1.33
H: 4.08 -0.01 -1.67
H: 2.38 -0.33 -2.18
H: 2.80 -0.25 -0.37
H: 2.74 1.15 -1.32
C: -2.18 0.72 0.45
C: -0.17 -0.64 0.98
N: -1.16 -0.26 0.20
H: -1.68 1.52 0.83
H: -2.80 0.90 -0.47
H: -2.79 0.32 1.24
H: -0.03 -0.09 1.91
H: 0.52 -1.44 0.75
H: -0.99 -0.75 -0.70

For the HOMO energy, the calculation gives -15.981 eV. Its total charge is +1. The calculation puts the total energy at -4754.8826 eV. For the max |F|, the calculation gives 5.042 eV/Å. For the energy above the lowest of the compared OMol25 structures with the same formula, charge and spin, the calculation gives 191.3 kJ/mol.